Computed, not measured: CH3FK as an isolated structure at a distorted geometry, with ωB97M-V/def2-TZVPD.

Cartesian coordinates (Å):
F1 -0.126 0.342 -0.592
C1 0.125 -0.338 0.585
H1 0.657 -1.281 0.377
H2 -0.822 -0.574 1.100
H3 0.746 0.277 1.257
K1 -0.580 1.574 -2.726

The calculation puts the frontier orbital gap at 0.4589 Ha. As for the net charge: +1. The calculation puts the LUMO energy at -4.16 eV.